(1)
{"formula": "C38H55Br10N7", "method": "ωB97M-V/def2-TZVPD", "elements": ["C", "C", "C", "N", "C", "H", "H", "H", "H", "H", "C", "C", "C", "N", "C", "H", "H", "H", "H", "H", "C", "C", "C", "N", "C", "H", "H", "H", "H", "H", "C", "C", "C", "N", "C", "H", "H", "H", "H", "H", "C", "C", "C", "N", "C", "H", "H", "H", "H", "H", "C", "C", "C", "N", "C", "H", "H", "H", "H", "H", "C", "C", "C", "N", "C", "H", "H", "H", "H", "H", "Br", "C", "C", "Br", "H", "H", "H", "H", "Br", "C", "C", "Br", "H", "H", "H", "H", "Br", "C", "C", "Br", "H", "H", "H", "H", "Br", "C", "C", "Br", "H", "H", "H", "H", "Br", "C", "C", "Br", "H", "H", "H", "H"], "positions_angstrom": [[-8.035885, 5.414406, -0.493544], [-7.450622, 6.324937, -1.374236], [-6.180135, 6.597890, -0.934901], [-5.957940, 5.790689, 0.129958], [-7.109253, 5.228212, 0.480991], [-8.928115, 4.815517, -0.601485], [-7.973657, 6.718783, -2.233149], [-5.346580, 7.070908, -1.432733], [-5.089322, 5.801678, 0.645199], [-7.056307, 4.600896, 1.358533], [5.271927, 1.914883, 7.717308], [5.192773, 0.801342, 6.874741], [6.431382, 0.262151, 6.835209], [7.275254, 1.000712, 7.641699], [6.541843, 1.972009, 8.259834], [4.383028, 2.475738, 7.965695], [4.343545, 0.518965, 6.270209], [6.786755, -0.632075, 6.344819], [8.274171, 0.883573, 7.734129], [6.923957, 2.534963, 9.098563], [3.096966, -7.472265, 1.955326], [2.945105, -8.649472, 2.619344], [3.524299, -9.680462, 1.785640], [3.995043, -9.050423, 0.655591], [3.761048, -7.733086, 0.790369], [2.806737, -6.500038, 2.325383], [2.446819, -8.784664, 3.567937], [3.777317, -10.713585, 1.972825], [4.320749, -9.528025, -0.172611], [4.132683, -7.037423, 0.052580], [0.627629, 5.505508, -4.167604], [1.934133, 5.392276, -3.781532], [2.281670, 4.068795, -3.588432], [1.152789, 3.373364, -3.918953], [0.162445, 4.194501, -4.341447], [0.099687, 6.432853, -4.334058], [2.570171, 6.252962, -3.636356], [3.258351, 3.639707, -3.419989], [1.037932, 2.382844, -3.758421], [-0.819723, 3.871579, -4.653642], [0.021574, 0.121428, 0.374740], [0.713156, -1.018863, -0.246486], [-0.239910, -1.576194, -1.094072], [-1.405065, -0.882249, -1.111432], [-1.301328, 0.159982, -0.186155], [0.476454, 0.664865, 1.189693], [1.722837, -1.381708, -0.122776], [-0.188590, -2.401337, -1.789004], [-2.264918, -1.113953, -1.587921], [-2.167786, 0.749814, 0.074112], [-1.024638, 8.350831, 3.030681], [-0.895590, 9.413588, 2.135051], [-0.119840, 8.956145, 1.084768], [-0.019748, 7.575987, 1.261244], [-0.572179, 7.202703, 2.413455], [-1.468678, 8.408845, 4.013462], [-1.268995, 10.414660, 2.292566], [0.290313, 9.486871, 0.238297], [0.436460, 6.930328, 0.632671], [-0.559557, 6.165730, 2.714978], [9.335623, -0.720250, -0.999424], [7.948431, -0.436458, -0.900898], [7.820492, 0.612305, 0.091410], [9.103052, 0.928905, 0.403422], [10.097491, 0.203981, -0.205256], [9.769164, -1.428721, -1.689722], [7.104361, -0.794647, -1.471553], [6.912340, 1.113466, 0.392231], [9.347180, 1.566354, 1.147845], [11.159360, 0.302267, -0.034468], [-4.629746, -6.189236, 0.575432], [-3.841750, -6.734369, 2.337516], [-4.768919, -7.718004, 3.005082], [-3.640008, -8.311016, 4.506815], [-3.648307, -5.797770, 2.860440], [-2.922083, -7.297658, 2.179380], [-5.150150, -8.604221, 2.497757], [-5.679784, -7.207824, 3.318337], [-7.905169, 0.327907, -4.767799], [-9.896282, 0.383537, -4.932415], [-10.381612, 1.680652, -5.469125], [-12.410794, 1.529418, -5.531262], [-10.377855, 0.201072, -3.971742], [-10.172129, -0.455274, -5.571477], [-10.119993, 1.977352, -6.484826], [-10.134897, 2.483840, -4.774779], [-1.649003, -7.754066, -4.574549], [-0.433901, -8.571013, -3.236665], [-0.566068, -10.113916, -3.185079], [-2.313763, -10.585321, -2.336561], [-0.657816, -8.092465, -2.283275], [0.589703, -8.295175, -3.490137], [0.204136, -10.489890, -2.511634], [-0.398809, -10.678862, -4.102121], [-3.147195, 3.924495, 7.227582], [-4.824889, 3.253879, 6.335353], [-5.975717, 2.924082, 7.284199], [-7.571754, 2.735481, 6.175898], [-4.634878, 2.461928, 5.610907], [-5.072759, 4.137944, 5.747916], [-6.122622, 3.778082, 7.945416], [-5.867589, 2.031148, 7.899897], [3.933946, -1.741236, -6.958265], [5.658989, -0.937400, -7.554933], [5.810177, -1.126892, -9.075500], [7.660834, -0.683229, -9.752951], [6.445263, -1.526175, -7.082493], [5.670300, 0.081779, -7.168590], [5.102745, -0.476811, -9.590301], [5.670015, -2.160570, -9.391699]], "forces_ev_per_angstrom": [[-0.420, -0.395, 0.544], [-0.414, 0.726, -1.099], [0.499, -0.259, -1.531], [1.308, 1.809, 0.337], [0.079, -2.622, 1.576], [-0.231, 0.548, 0.118], [0.379, 0.125, -0.098], [-0.234, 0.292, 0.113], [-0.405, -0.053, 0.122], [-0.548, -0.165, -0.074], [-0.474, 0.381, 1.188], [-0.111, 0.157, -0.763], [1.390, -0.748, -0.287], [-0.351, -0.560, 0.152], [-0.668, 0.396, -0.325], [0.347, 0.329, 0.273], [0.064, -0.181, 0.205], [0.083, 0.218, -0.145], [-0.383, -0.193, 0.065], [0.106, 0.201, -0.367], [0.331, 1.669, -0.536], [0.628, -3.898, -0.442], [-0.734, 1.409, 1.291], [-0.274, -0.802, 1.098], [0.274, 1.570, -1.415], [0.041, -0.014, -0.194], [0.206, -0.203, -0.038], [-0.415, 0.041, -0.024], [0.148, 0.272, 0.315], [-0.212, -0.045, -0.069], [-1.728, -1.108, -1.042], [2.245, 0.613, 1.030], [-0.426, 0.965, -0.494], [0.243, -1.341, -0.177], [-0.398, 1.592, 0.699], [-0.075, -0.216, -0.176], [0.237, -0.179, 0.066], [-0.351, -0.218, 0.237], [0.049, 0.169, -0.279], [0.196, -0.286, 0.181], [-1.219, -1.675, -1.540], [-2.563, 0.916, -0.340], [0.847, -0.624, -0.776], [0.342, 1.547, 1.838], [2.195, -0.579, 0.729], [-0.454, 0.414, -0.179], [-0.157, 0.145, 0.135], [0.384, -0.115, 0.160], [0.414, -0.106, 0.048], [0.210, 0.083, -0.097], [-1.232, -0.996, 0.699], [1.287, 0.493, -0.325], [-0.993, -0.657, 0.046], [1.099, 0.948, -1.810], [-0.172, 0.112, 1.391], [-0.149, -0.121, -0.128], [0.304, 0.009, -0.044], [-0.111, -0.319, -0.032], [-0.047, 0.329, 0.043], [0.003, 0.173, 0.137], [1.023, 1.086, -0.106], [0.322, 2.016, 2.155], [0.909, -2.495, -2.919], [0.947, 1.469, 1.740], [-3.401, -2.105, -1.355], [0.024, -0.035, 0.090], [0.266, -0.363, 0.077], [0.462, 0.183, 0.328], [-0.247, 0.096, -0.152], [-0.312, 0.149, 0.142], [0.405, -0.234, 0.644], [-0.136, -0.748, -1.403], [-0.508, 0.767, 0.784], [-0.669, -0.143, 0.176], [-0.253, -0.393, 0.160], [0.124, 0.619, -0.574], [0.856, 0.143, -0.458], [0.196, -0.014, 0.659], [-1.016, 0.159, 0.008], [0.125, -0.943, -0.220], [-0.947, 0.779, -0.007], [1.124, 0.182, 0.093], [0.567, 0.046, 0.149], [0.251, 0.124, -0.056], [0.181, -0.396, 0.197], [-0.279, 0.052, -0.160], [0.571, -0.321, 0.511], [-0.202, -0.712, -0.505], [-0.159, 0.769, 0.946], [0.905, 0.024, -0.605], [-0.211, -0.295, -0.113], [-0.123, -0.026, -0.319], [-0.176, 0.099, 0.305], [-0.610, 0.476, -0.195], [-0.903, -0.808, -0.272], [0.007, 0.613, -0.187], [0.629, 0.646, 0.089], [0.143, -0.071, 0.220], [0.469, -0.106, 0.436], [-0.217, -0.145, 0.138], [-0.242, -0.131, -0.067], [0.120, 0.007, -0.365], [0.676, 0.366, -0.346], [0.426, -0.950, -0.375], [-0.027, 0.565, 0.204], [-1.092, -0.080, 0.614], [-0.225, 0.136, 0.272], [-0.022, -0.125, -0.418], [0.288, -0.096, -0.205], [-0.027, 0.188, 0.260]], "lowdin_charge": [-0.11, -0.12, -0.14, 0.00, -0.18, 0.10, 0.09, 0.11, 0.15, 0.11, -0.12, -0.13, -0.15, 0.00, -0.14, 0.09, 0.10, 0.10, 0.15, 0.10, -0.15, -0.11, -0.11, 0.00, -0.17, 0.10, 0.09, 0.09, 0.15, 0.11, -0.12, -0.16, -0.12, -0.01, -0.13, 0.09, 0.09, 0.10, 0.15, 0.10, -0.09, -0.10, -0.18, -0.01, -0.12, 0.07, 0.08, 0.10, 0.15, 0.09, -0.13, -0.12, -0.11, -0.01, -0.16, 0.09, 0.09, 0.10, 0.15, 0.11, -0.12, -0.10, -0.12, -0.05, -0.10, 0.08, 0.08, 0.10, 0.14, 0.10, 0.55, -0.71, -0.67, 0.62, 0.06, 0.03, 0.06, 0.06, 0.56, -0.71, -0.62, 0.55, 0.05, 0.05, 0.06, 0.06, 0.55, -0.67, -0.64, 0.55, 0.05, 0.05, 0.05, 0.06, 0.54, -0.68, -0.68, 0.62, 0.06, 0.03, 0.05, 0.06, 0.56, -0.65, -0.65, 0.54, 0.04, 0.06, 0.05, 0.04], "smiles": "c1cc[nH]c1.c1cc[nH]c1.c1cc[nH]c1.c1cc[nH]c1.c1cc[nH]c1.c1cc[nH]c1.c1cc[nH]c1.BrCCBr.BrCCBr.BrCCBr.BrCCBr.BrCCBr", "spin_multiplicity": 1, "lumo_energy_ev": 0.0, "e_homo_ev": -8.16, "total_energy_ha": -27604.213762}

***

(2)
{"formula": "C6H10N2S", "method": "ωB97M-V/def2-TZVPD", "elements": ["C", "C", "C", "C", "C", "C", "N", "N", "S", "H", "H", "H", "H", "H", "H", "H", "H", "H", "H"], "positions_angstrom": [[2.307073, -1.223616, -0.536513], [2.744679, -1.115013, 0.750905], [2.347098, 0.947876, -0.026731], [-3.087316, 0.570606, -1.001189], [-1.677992, 1.063404, -0.640449], [-1.139895, 1.130092, 0.642318], [2.150024, 0.035042, -1.059045], [2.924014, 0.215638, 0.956777], [0.537478, 1.593881, 1.034514], [2.230824, -1.985887, -1.190131], [2.946339, -1.863532, 1.589738], [-3.754764, 1.451070, -0.703820], [-3.301596, 0.333470, -2.122197], [-3.112087, -0.380477, -0.326128], [1.485234, 0.234145, -1.811320], [-0.970169, 1.111549, -1.421800], [-1.786074, 1.123369, 1.473617], [3.128480, 0.604899, 1.859093], [2.661586, 1.966531, -0.106332]], "forces_ev_per_angstrom": [[0.404, 0.979, 2.539], [0.075, -2.130, 0.084], [0.369, 0.175, -0.360], [0.595, 0.211, 0.642], [-0.315, -0.677, -0.974], [2.382, 1.362, 0.669], [-0.101, 1.494, -0.899], [1.071, -0.070, 1.844], [-4.308, 0.164, -1.081], [-0.447, -2.781, -1.488], [-0.204, 1.147, -1.775], [0.174, -1.757, -0.120], [0.771, 0.372, 2.100], [-1.077, 1.580, -1.207], [0.340, -0.102, 0.519], [0.681, 0.299, -0.936], [-0.630, -0.762, 1.121], [-0.126, 0.077, 0.111], [0.347, 0.418, -0.790]], "lowdin_charge": [-0.12, -0.11, -0.48, -0.13, -0.27, -0.54, 0.02, -0.04, 0.78, 0.07, 0.14, 0.08, 0.09, 0.10, 0.14, 0.04, 0.01, 0.13, 0.08], "spin_multiplicity": 3, "lumo_energy_ev": [0.9, -1.5], "e_homo_ev": [-3.63, -7.38], "total_energy_ha": -742.087882, "de_lowest_ev": 1.8368}